# C16H19ClIN4O6P

3 unconnected molecules or ions with the total composition C16H19ClIN4O6P (wB97M-V/def2-TZVPD, the Open Molecules 2025 dataset).

Last column: natural (NBO) charge in e.
Cartesian coordinates (Å):
I1 1.960 -2.505 -1.136  0.136
Cl1 5.555 -3.493 1.352  0.144
P1 3.621 -5.981 3.540  1.602
O1 1.945 0.781 0.178  -0.399
O2 -0.108 0.457 -0.368  -0.374
O3 -3.060 4.592 -1.740  -0.374
O4 2.154 -5.093 0.889  -0.556
O5 4.030 -5.674 1.985  -0.800
O6 -3.475 3.373 -3.463  -0.386
N1 3.547 -7.462 3.943  -1.268
N2 0.935 1.076 -0.434  0.524
N3 -3.651 3.690 -2.300  0.518
N4 3.981 -3.753 0.699  -0.482
C1 -6.431 1.461 -0.054  -0.176
C2 -5.762 2.526 0.536  -0.206
C3 1.101 -2.198 2.024  -0.631
C4 -0.116 3.724 -2.830  -0.192
C5 2.605 -1.990 1.861  -0.455
C6 -4.849 3.267 -0.198  -0.210
C7 -0.161 2.613 -2.005  -0.217
C8 2.199 4.070 -2.251  -0.208
C9 -5.284 1.862 -2.129  -0.210
C10 0.983 2.256 -1.314  0.086
C11 3.283 -4.854 1.191  0.890
C12 2.168 2.962 -1.419  -0.216
C13 -6.193 1.130 -1.381  -0.206
C14 -4.631 2.915 -1.517  0.084
C15 3.262 -2.475 0.560  -0.143
C16 1.062 4.450 -2.953  -0.182
H1 3.037 2.647 -0.862  0.247
H2 0.794 -3.208 1.747  0.227
H3 -1.062 2.028 -1.893  0.244
H4 -6.715 0.300 -1.837  0.225
H5 4.010 -1.766 0.227  0.237
H6 -5.949 2.781 1.570  0.224
H7 3.142 -2.470 2.690  0.200
H8 1.093 5.318 -3.598  0.220
H9 -5.080 1.625 -3.163  0.251
H10 4.534 -5.163 4.225  -0.088
H11 2.414 -5.271 3.570  -0.083
H12 0.548 -1.482 1.415  0.234
H13 3.115 4.637 -2.349  0.221
H14 0.825 -2.033 3.067  0.210
H15 -4.313 4.097 0.237  0.251
H16 2.818 -0.922 1.940  0.236
H17 4.265 -7.749 4.597  0.388
H18 -7.140 0.884 0.526  0.222
H19 -1.003 4.019 -3.374  0.240

Properties
Molecular weight (g/mol): 556.68
Calculated total energy (hartree): -2390.5761
Structure (SMILES): CC[C@H](I)N(Cl)C(=O)O[PH2]=N.O=[N+]([O-])c1ccccc1.O=[N+]([O-])c1ccccc1

---

# C16H19ClPt

A molecular structure, C16H19ClPt (wB97M-V/def2-TZVPD, the Open Molecules 2025 dataset).

Last column: natural (NBO) charge in e.
Cartesian coordinates (Å):
Pt1 0.778 -0.184 -1.367  0.369
Cl1 0.783 1.557 1.606  0.016
C1 0.098 0.511 -3.264  -0.510
C2 -3.836 1.243 -0.075  -0.371
C3 2.189 -1.601 2.632  -0.601
C4 -3.395 0.274 0.872  -0.356
C5 1.790 -3.368 0.890  -0.594
C6 2.268 -1.921 1.123  -0.131
C7 3.671 -1.772 0.503  -0.598
C8 -1.755 1.742 -2.592  -0.297
C9 -2.506 2.312 1.489  -0.360
C10 1.450 -0.904 0.379  -0.329
C11 -0.647 2.421 -2.070  -0.200
C12 -1.350 0.560 -3.245  -0.201
C13 0.931 0.293 0.555  -0.329
C14 -3.270 2.504 0.300  -0.377
C15 0.553 1.673 -2.342  -0.432
C16 -2.579 0.928 1.854  -0.381
H1 3.611 -2.034 -0.568  0.222
H2 -3.644 -0.791 0.863  0.171
H3 0.793 -3.526 1.325  0.207
H4 2.468 -4.106 1.363  0.173
H5 -4.511 1.095 -0.925  0.168
H6 4.427 -2.426 0.968  0.172
H7 -3.332 3.408 -0.285  0.168
H8 2.394 -0.540 2.835  0.217
H9 0.710 0.138 -4.085  0.213
H10 -2.785 2.094 -2.531  0.212
H11 1.764 -3.606 -0.183  0.217
H12 2.897 -2.227 3.201  0.175
H13 -2.019 0.458 2.655  0.177
H14 1.581 2.062 -2.325  0.212
H15 -1.993 -0.221 -3.638  0.191
H16 1.180 -1.828 3.023  0.212
H17 -0.651 3.377 -1.577  0.198
H18 3.993 -0.722 0.567  0.211
H19 -2.057 3.129 2.066  0.168

Properties
Molecular weight (g/mol): 441.86
Calculated total energy (hartree): -1200.3313
Net charge: -2
⟨S²⟩: 2.035
2S+1: 3

---

# C16H19F3N2O3

A single C16H19F3N2O3 molecule (wB97M-V/def2-TZVPD, the Open Molecules 2025 dataset).

Last column: natural (NBO) charge in e.
Cartesian coordinates (Å):
F1 2.658 1.674 2.741  -0.317
F2 2.014 3.213 1.377  -0.324
F3 4.107 2.803 1.628  -0.328
O1 -1.199 0.819 1.778  -0.633
O2 -3.539 -0.194 -0.341  -0.610
O3 -4.234 -2.326 -0.401  -0.510
N1 -0.816 0.850 -0.431  -0.610
N2 -0.301 -1.873 -0.466  -0.444
C1 -5.336 -1.964 -1.236  -0.078
C2 2.088 0.058 0.562  -0.207
C3 3.415 0.598 -1.815  -0.214
C4 2.667 -0.558 -1.677  -0.199
C5 -0.937 -1.309 0.708  -0.139
C6 -1.017 0.220 0.739  0.683
C7 2.831 1.219 0.416  -0.075
C8 -3.408 -1.345 -0.015  0.800
C9 3.494 1.501 -0.771  -0.198
C10 1.134 -2.080 -0.382  -0.227
C11 -2.351 -1.893 0.915  -0.503
C12 2.900 2.213 1.541  0.965
C13 -0.651 0.258 -1.738  -0.234
C14 1.990 -0.839 -0.494  -0.040
C15 -0.781 -1.274 -1.687  -0.226
C16 -4.928 -1.892 -2.701  -0.634
H1 -4.470 -2.828 -3.011  0.211
H2 1.593 -0.138 1.501  0.236
H3 3.936 0.798 -2.739  0.219
H4 -4.219 -1.081 -2.852  0.217
H5 -2.667 -1.626 1.927  0.260
H6 -5.805 -1.706 -3.314  0.219
H7 4.070 2.409 -0.866  0.229
H8 0.333 0.547 -2.129  0.197
H9 -1.834 -1.549 -1.784  0.201
H10 -2.323 -2.978 0.821  0.241
H11 -0.356 -1.612 1.586  0.233
H12 1.399 -2.771 -1.189  0.203
H13 -0.906 1.856 -0.396  0.409
H14 2.608 -1.256 -2.500  0.212
H15 -0.244 -1.712 -2.530  0.211
H16 -5.728 -0.997 -0.905  0.200
H17 1.336 -2.580 0.569  0.211
H18 -1.415 0.661 -2.414  0.203
H19 -6.081 -2.745 -1.074  0.191

Properties
Molecular weight (g/mol): 344.33
Calculated total energy (hartree): -1255.9781
Structure (SMILES): CCOC(=O)C[C@@H]1C(=O)NCCN1Cc1cccc(C(F)(F)F)c1

---

# C16H19F5FeN3Se2

A molecular structure, C16H19F5FeN3Se2 (wB97M-V/def2-TZVPD, the Open Molecules 2025 dataset).

Last column: natural (NBO) charge in e.
Cartesian coordinates (Å):
Se1 2.500 1.115 0.001  0.292
Se2 1.177 -0.848 2.570  0.259
Fe1 0.195 -0.303 0.092  1.250
F1 2.385 -2.208 -2.136  -0.322
F2 2.510 -2.805 -0.054  -0.346
F3 -0.308 -3.001 -0.023  -0.374
F4 1.620 -4.137 -1.508  -0.298
F5 -0.290 -2.201 -2.077  -0.357
N1 -2.612 1.276 -1.094  -0.565
N2 -1.825 0.108 0.830  -0.615
N3 -0.390 0.762 -1.711  -0.604
C1 -0.932 1.638 -4.291  -0.114
C2 0.537 0.696 -2.691  0.057
C3 2.083 3.012 0.023  -0.770
C4 1.183 -2.770 2.862  -0.759
C5 1.729 -2.859 -1.162  0.902
C6 -4.364 0.387 1.947  -0.107
C7 -2.140 -0.413 2.037  0.074
C8 3.077 -0.508 2.284  -0.566
C9 -2.796 0.744 0.168  0.415
C10 -4.077 0.912 0.715  -0.270
C11 3.249 0.917 1.796  -0.565
C12 -3.369 -0.308 2.630  -0.270
C13 0.405 -2.163 -0.887  0.118
C14 -1.897 1.686 -3.318  -0.270
C15 -1.595 1.222 -2.031  0.407
C16 0.322 1.119 -3.976  -0.257
H1 -4.831 1.445 0.151  0.227
H2 0.150 -3.097 2.777  0.244
H3 -1.152 1.985 -5.292  0.239
H4 4.305 1.172 1.736  0.248
H5 3.004 3.583 0.090  0.241
H6 2.750 1.628 2.454  0.231
H7 1.564 -2.975 3.858  0.235
H8 -3.452 1.690 -1.461  0.410
H9 1.106 1.036 -4.714  0.244
H10 3.582 -0.639 3.239  0.246
H11 -1.351 -0.946 2.541  0.198
H12 -2.889 2.059 -3.535  0.227
H13 3.461 -1.237 1.572  0.243
H14 1.420 3.246 0.851  0.228
H15 1.589 3.224 -0.923  0.242
H16 1.486 0.259 -2.411  0.218
H17 1.779 -3.254 2.096  0.249
H18 -3.545 -0.754 3.598  0.244
H19 -5.351 0.506 2.374  0.240

Properties
Molecular weight (g/mol): 562.10
Calculated total energy (hartree): -7351.0931
Net charge: +1
⟨S²⟩: 6.012
2S+1: 5

---

# C16H19N2

A gas-phase ion, C16H19N2 (charge +1) (wB97M-V/def2-TZVPD, the Open Molecules 2025 dataset).

Last column: natural (NBO) charge in e.
Cartesian coordinates (Å):
N1 -0.002 -1.104 0.611  -0.514
N2 4.343 -0.024 -0.846  -0.381
C1 1.323 -1.792 0.519  -0.246
C2 -0.512 1.605 -1.333  -0.398
C3 -2.324 0.877 0.156  0.077
C4 -1.161 1.819 0.035  -0.447
C5 -0.047 0.158 -1.558  -0.440
C6 -4.453 -0.918 0.185  -0.200
C7 -3.209 -1.334 -0.253  -0.184
C8 -0.765 -0.872 -0.681  -0.038
C9 3.734 1.045 1.192  -0.228
C10 -2.146 -0.440 -0.269  -0.139
C11 2.458 -0.813 0.383  -0.119
C12 4.539 0.909 0.067  0.062
C13 3.339 -0.862 -0.694  0.047
C14 -3.575 1.282 0.592  -0.223
C15 -4.632 0.387 0.615  -0.168
C16 2.677 0.166 1.351  -0.194
H1 -0.804 -1.842 -1.186  0.232
H2 -0.224 -0.107 -2.600  0.248
H3 -0.629 -1.638 1.222  0.444
H4 2.046 0.233 2.229  0.213
H5 -1.253 1.867 -2.089  0.224
H6 -3.067 -2.348 -0.597  0.218
H7 -5.602 0.713 0.957  0.233
H8 0.333 2.282 -1.457  0.231
H9 3.232 -1.610 -1.469  0.202
H10 -5.280 -1.609 0.190  0.233
H11 3.933 1.810 1.924  0.239
H12 -3.723 2.302 0.912  0.226
H13 -0.431 1.677 0.843  0.182
H14 0.137 -0.178 1.040  0.443
H15 5.375 1.570 -0.109  0.215
H16 1.306 -2.476 -0.332  0.238
H17 -1.511 2.848 0.114  0.245
H18 1.027 0.080 -1.394  0.228
H19 1.463 -2.381 1.430  0.242

Properties
Molecular weight (g/mol): 239.34
Calculated total energy (hartree): -730.3795
Net charge: +1
Structure (SMILES): c1cncc(C[NH2+][C@@H]2CCCc3ccccc32)c1

---

# C16H19N3O2S2

A single C16H19N3O2S2 molecule (wB97M-V/def2-TZVPD, the Open Molecules 2025 dataset).

Last column: natural (NBO) charge in e.
Cartesian coordinates (Å):
S1 0.672 2.556 -0.600  0.394
S2 3.284 2.358 0.986  0.286
O1 2.570 0.417 -1.921  -0.627
O2 -5.273 -0.726 1.008  -0.600
N1 -4.158 0.668 -0.415  -0.601
N2 4.049 -0.442 -0.470  -0.430
N3 0.986 1.151 1.566  -0.440
C1 -5.249 -0.038 0.016  0.689
C2 3.902 1.978 -0.698  -0.613
C3 -7.646 -0.654 -0.430  -0.599
C4 -1.950 1.552 -0.518  -0.266
C5 -2.526 0.079 1.317  -0.249
C6 -1.256 0.183 1.837  -0.191
C7 -6.444 0.147 -0.910  -0.501
C8 5.129 -0.384 0.496  -0.223
C9 3.452 0.580 -1.096  0.666
C10 5.225 -1.815 1.023  -0.405
C11 -0.677 1.655 0.007  -0.204
C12 -0.310 0.972 1.189  0.132
C13 1.615 1.915 0.760  -0.106
C14 4.781 -2.651 -0.176  -0.409
C15 -2.881 0.756 0.142  0.170
C16 3.651 -1.811 -0.758  -0.213
H1 4.451 -3.649 0.103  0.220
H2 -8.492 -0.510 -1.098  0.207
H3 5.595 -2.739 -0.896  0.202
H4 -4.275 1.203 -1.265  0.395
H5 -6.157 -0.169 -1.916  0.219
H6 -7.929 -0.340 0.571  0.219
H7 4.527 -1.952 1.849  0.209
H8 4.985 2.076 -0.648  0.243
H9 -2.212 2.077 -1.425  0.211
H10 4.912 0.333 1.291  0.222
H11 3.512 -1.936 -1.834  0.223
H12 6.062 -0.089 -0.001  0.183
H13 3.485 2.704 -1.395  0.248
H14 -0.980 -0.338 2.740  0.227
H15 -3.265 -0.530 1.809  0.259
H16 -7.400 -1.711 -0.392  0.218
H17 2.696 -2.024 -0.264  0.198
H18 -6.691 1.212 -0.948  0.219
H19 6.227 -2.061 1.365  0.218

Properties
Molecular weight (g/mol): 349.48
Calculated total energy (hartree): -1732.2759
Structure (SMILES): CCC(=O)Nc1ccc2nc(SCC(=O)N3CCCC3)sc2c1